The following is a DFT calculation (ωB97M-V/def2-TZVPD) of C37H53ClN8ORuTe as an isolated structure.

As for the expectation value of S²: 8.763. The multiplicity is 6. The energy above the lowest of the compared OMol25 structures with the same formula, charge and spin is 0.0 kcal per mole. The calculation puts the strongest force on any atom at 0.449 eV/Å. The charge is +3. For the frontier orbital gap (alpha / beta), the calculation gives 7.86 / 6.08 eV. As for the total energy: -2777.14857 a.u.

Structure (XYZ):
```
102
C37H53ClN8ORuTe, DFT ωB97M-V/def2-TZVPD
Ru -0.78110 1.34430 -1.60264
C -2.69357 -1.81688 -5.42810
N -3.22138 -1.46765 -4.11342
C -4.46623 -2.14672 -3.72552
C -4.79526 -1.53974 -2.36780
N -3.53693 -0.88718 -2.01078
C -3.39497 -0.22352 -0.74372
C -2.67862 -0.83480 -3.05042
N -1.51458 -0.19490 -2.93631
C -0.54943 -0.20933 -4.04993
C 0.88183 0.04067 -3.57613
N 0.98124 1.27925 -2.79226
C 2.15045 1.89746 -2.62668
N 2.19614 3.13475 -2.09998
C 1.07664 3.85264 -1.54798
C 3.57123 3.54440 -1.82613
C 4.35362 2.57565 -2.70120
N 3.40423 1.46867 -2.88841
C 3.88683 0.31466 -3.63482
H -3.52751 -2.20613 -6.00652
H -1.93747 -2.60120 -5.37839
H -2.31225 -0.94806 -5.95736
H -4.29528 -3.22451 -3.66910
H -5.23805 -1.95610 -4.46848
H -5.06095 -2.29140 -1.62615
H -5.59915 -0.80164 -2.42328
H -4.34938 -0.27896 -0.22399
H -3.16630 0.84295 -0.86545
H -2.63320 -0.69513 -0.11719
H -0.80919 0.54611 -4.79974
H -0.53277 -1.17384 -4.54573
H 1.50565 0.09201 -4.46704
H 1.20314 -0.81836 -2.97857
H 0.28266 3.95356 -2.29031
H 1.40780 4.85651 -1.29040
H 0.69602 3.38597 -0.62755
H 3.80098 3.42607 -0.76306
H 3.72094 4.58426 -2.10916
H 5.26056 2.21125 -2.22340
H 4.61528 3.00969 -3.66994
H 4.94831 0.21872 -3.41715
H 3.77752 0.44600 -4.71260
H 3.40393 -0.60361 -3.31470
Cl -4.16974 6.04835 -0.77111
C -3.52524 4.94677 -1.91278
C -3.77082 5.08413 -3.27438
C -3.22323 4.14829 -4.13681
C -2.45301 3.12190 -3.62204
N -2.20737 2.99538 -2.31074
C -2.74003 3.89156 -1.47305
H -4.37698 5.90227 -3.63928
H -3.38985 4.21404 -5.20249
H -2.01428 2.37448 -4.26981
H -2.54559 3.76611 -0.41602
C -1.58156 2.47770 2.04893
C -0.99781 1.21857 1.49265
O -0.98495 0.24311 2.42332
N -0.53194 1.01752 0.32999
Te -0.01479 -1.36635 1.78485
C -0.43815 -2.61316 3.42396
C 0.52347 -3.61694 3.59501
C 1.72091 -3.76787 2.69618
C 0.34196 -4.51997 4.63414
C -0.76081 -4.45087 5.47805
C -0.93705 -5.41455 6.60528
C -1.72208 -3.47050 5.23056
C -1.60066 -2.54573 4.20405
C -2.71256 -1.56114 3.98590
C 1.87575 -0.64524 2.27023
C 2.21437 -0.27781 3.57908
C 1.26519 -0.22369 4.74131
C 3.54450 0.05825 3.82031
C 4.51135 0.03845 2.82648
C 5.93531 0.38427 3.12304
C 4.12537 -0.30984 1.53007
C 2.82223 -0.65838 1.22944
C 2.47385 -1.07937 -0.17146
H -1.11852 2.69471 3.01139
H -2.64971 2.34879 2.23136
H -1.40917 3.31448 1.37717
H 1.47561 -3.61859 1.63380
H 2.11200 -4.78127 2.76665
H 2.52572 -3.08025 2.95832
H 1.07515 -5.30460 4.77613
H -0.18230 -6.19739 6.58308
H -1.92102 -5.88214 6.56388
H -0.86146 -4.89417 7.56130
H -2.61057 -3.43825 5.84983
H -3.59883 -1.88798 4.52478
H -2.98339 -1.47408 2.93119
H -2.45034 -0.56589 4.34472
H 0.22330 -0.13691 4.45458
H 1.51002 0.63339 5.36790
H 1.37143 -1.11948 5.35754
H 3.82649 0.34401 4.82653
H 6.08372 0.59855 4.17871
H 6.24571 1.25949 2.55019
H 6.59531 -0.43814 2.84384
H 4.87153 -0.32921 0.74398
H 3.29605 -0.83621 -0.84297
H 1.57964 -0.56638 -0.53722
H 2.30646 -2.15806 -0.24206
```

Here are the Mulliken charges for atoms 1 to 6, given in e: 1.005, -1.001, 0.003, -0.739, -0.721, 0.182